C7H10N3S | the ωB97M-V functional and the def2-TZVPD basis

* HOMO level (spin up / spin down): -11.45 / -11.23 eV
* relative energy (zero: lowest compared OMol25 entry of this formula, charge and spin): 164.97 kcal per mole
* lowest unoccupied orbital energy (spin up / spin down): -6.475 / -6.454 eV
* gap between HOMO and LUMO (spin up / spin down): 4.98 / 4.78 eV

The geometry in ORCA input format:
```
! RIJCOSX wB97M-V def2-TZVPD def2/J DEFGRID3
* xyz 1 1
S 2.1724 -1.4995 -2.0859
N 1.7472 0.6486 -0.9294
N -1.4028 0.2147 0.3464
N 1.5405 1.6178 -0.1840
C 0.5575 1.9592 0.6611
C -1.6001 -0.0912 -1.1176
C -0.7018 1.5049 0.6592
C 1.7011 -0.6160 -0.7983
C 0.2465 -1.6822 1.0910
C 1.4325 -1.4924 0.3814
C -0.9470 -0.9633 1.1303
H -0.8270 0.1311 -1.8771
H 0.3276 -2.4391 1.9183
H -1.3637 2.2390 1.2607
H -1.9441 -1.0785 -1.3541
H -1.6107 -1.2705 1.9168
H -2.3490 0.6364 -1.5012
H 0.8408 2.9368 1.1672
H 2.2723 0.9006 -1.7988
H -2.3729 0.4359 0.4427
H 2.2806 -2.0922 0.6712
*
```

Here are the Mulliken charges for atoms 1 to 5, given in e:
1 S -0.218
2 N 0.467
3 N 0.247
4 N -0.908
5 C -0.297



C14H35Cl2N3O5 | the ωB97M-V functional and the def2-TZVPD basis

* HOMO level: -9.04 eV
* relative energy (zero: lowest compared OMol25 entry of this formula, charge and spin): 0.00 kcal per mole
* lowest unoccupied orbital energy: 0.103 eV
* gap between HOMO and LUMO: 9.14 eV

The geometry in ORCA input format:
```
! RIJCOSX wB97M-V def2-TZVPD def2/J DEFGRID3
* xyz 0 1
Cl 6.1482 -1.7611 2.2758
Cl 4.1830 -2.5862 -0.3953
O -1.8994 2.3214 0.1592
O 0.7746 0.3845 0.1643
O 0.1585 -2.3382 -4.5408
O -2.6167 -0.1178 -0.9195
O 1.2495 -2.4949 3.8855
N 2.0755 -0.7616 2.7066
N -1.7324 4.5322 -0.2544
N -0.6843 -1.1205 -2.8475
C -3.3316 -0.6720 0.1764
C 1.3905 1.6672 -0.0683
C -2.1815 3.4798 0.4449
C -0.2486 -0.6902 3.4434
C 5.7148 -1.6858 -0.4125
C -4.7950 -0.8656 -0.2756
C -2.0785 -2.8224 -3.9699
C 2.8908 1.4752 0.2178
C 1.0915 -1.3917 3.3905
C 6.6862 -2.2344 0.6339
C -2.7196 -1.9589 0.7063
C 1.0440 2.1195 -1.4839
C -3.0307 3.7545 1.6785
C -0.7719 -2.0837 -3.7750
H -1.6327 -1.8269 0.7846
H 0.1306 -0.5338 -2.9440
H 6.7277 -3.3183 0.5703
H 1.7850 1.8134 -2.2213
H 7.6751 -1.7992 0.5229
H -1.2203 4.3234 -1.0985
H -1.0496 -1.4184 3.4808
H 3.4196 2.3677 -0.1168
H 6.1444 -1.8447 -1.3988
H -0.3029 0.2037 4.0615
H -3.3640 0.1184 0.9365
H -2.1114 5.4552 -0.1539
H 1.0823 3.2121 -1.3853
H 2.8972 -1.2737 2.4228
H -4.7538 -1.2001 -1.3159
H 1.9118 0.0303 2.1153
H -0.1851 0.4842 0.1395
H -5.3143 0.0929 -0.2495
H 1.0763 2.3594 0.7213
H -2.7720 -2.8187 0.0365
H -3.0286 2.8797 2.3125
H -2.9881 -2.4043 -3.5410
H -2.2312 -2.9675 -5.0351
H 3.1282 1.3546 1.2736
H 0.0524 1.8282 -1.8160
H -1.3819 -0.8246 -2.1670
H -1.8940 -3.8061 -3.5251
H 5.6393 -0.6233 -0.1908
H 3.1750 0.5507 -0.2886
H -5.3865 -1.6133 0.2537
H -4.0257 3.9695 1.2717
H -2.2900 0.7707 -0.7085
H -3.1316 -2.1370 1.6970
H -2.7456 4.6827 2.1727
H -0.3529 -0.2358 2.4427
*
```

Here are the Mulliken charges for atoms 1 to 5, given in e:
1 Cl -0.183
2 Cl -0.159
3 O -0.574
4 O -0.238
5 O -0.684



C38H41BrN6O4RuS2 | the ωB97M-V functional and the def2-TZVPD basis

* HOMO level (spin up / spin down): -10.14 / -10.14 eV
* relative energy (zero: lowest compared OMol25 entry of this formula, charge and spin): 21.31 kcal per mole
* lowest unoccupied orbital energy (spin up / spin down): -3.355 / -4.028 eV
* gap between HOMO and LUMO (spin up / spin down): 6.78 / 6.11 eV

The geometry in ORCA input format:
```
! RIJCOSX wB97M-V def2-TZVPD def2/J DEFGRID3
* xyz 1 2
Ru 0.1445 -0.4160 0.1631
Br -6.2057 -3.2157 2.6258
S 2.1932 -0.5285 0.9748
S 0.5625 1.0639 -1.4401
O -2.3358 0.3190 -0.3300
O -1.4248 -1.7947 0.9595
O 0.4524 -2.0111 -1.0497
O -0.3679 1.0327 1.5057
N 1.0595 0.6047 3.2831
N 1.2261 -1.0907 -3.0243
N 3.0053 -0.5307 3.4861
N 0.3955 0.7511 -4.0667
N -6.4053 1.4708 -0.0826
N -4.4462 1.8698 -1.1170
C 2.8326 -5.3620 -1.5830
C 0.9020 3.1730 -4.3727
C 3.0993 -4.7329 -3.8900
C -0.8275 2.0405 3.5785
C 2.1159 -4.2000 -1.3490
C -7.6365 3.4329 -1.0698
C 5.3083 -0.5026 2.5255
C -1.3667 2.9261 5.7521
C 0.0087 1.1662 2.7141
C -6.5308 2.6017 -0.8712
C 2.3909 -3.5661 -3.6561
C 1.8933 -3.2952 -2.3840
C -6.2568 4.7529 -2.5730
C 2.0168 -0.1142 2.6961
C 1.1459 -2.0392 -2.1159
C -0.1536 2.1069 -4.1278
C -7.4828 4.5032 -1.9233
C -4.6035 -0.1115 0.4008
C -2.7824 -1.5629 1.0471
C 0.6531 0.0745 -5.3535
C 3.4678 1.3301 5.0985
C -2.6890 3.5498 3.8420
C -1.8924 2.7583 3.0329
C 3.0260 -0.1125 4.9031
C -5.0071 -2.0770 1.7157
C -5.1638 1.0765 -0.2584
C -3.6537 -2.4114 1.7036
C 3.3217 -5.6297 -2.8543
C -2.4285 3.6305 5.2032
C 0.7129 0.1358 -2.9320
C 4.1357 -1.3375 3.0160
C -5.4874 -0.9519 1.0853
C 2.1221 0.0797 -5.7497
C -0.9808 -3.1187 1.3136
C -0.5670 2.1350 4.9438
C -5.1525 3.9391 -2.3859
C -3.2479 -0.4281 0.3892
C -5.3113 2.8630 -1.5256
H 0.0866 -3.1432 1.1316
H 3.0104 -6.0607 -0.7763
H -3.3177 -3.3049 2.2063
H 3.8769 -6.5401 -3.0386
H 5.0160 0.1320 1.6896
H 6.1081 -1.1621 2.1887
H -0.6846 2.2998 -3.1981
H -8.5743 3.2342 -0.5702
H 2.2370 -0.4220 -6.7111
H -8.3185 5.1657 -2.1009
H 1.7340 -3.9789 -0.3618
H -1.4738 -3.8578 0.6827
H 2.7241 -0.4460 -5.0116
H -0.8970 2.1046 -4.9261
H 0.0543 0.5987 -6.0972
H -1.1636 2.9920 6.8123
H 3.4768 -4.9459 -4.8812
H -3.5124 4.1034 3.4109
H -6.1782 5.6038 -3.2359
H 2.2091 -2.8605 -4.4549
H -1.1886 -3.3121 2.3660
H 2.7909 2.0133 4.5889
H -1.8812 0.9072 0.3085
H -3.0539 4.2458 5.8363
H 0.2777 -0.9447 -5.2819
H 3.7073 -0.7934 5.4102
H 3.7825 -2.0034 2.2307
H -2.0905 2.7201 1.9692
H 1.4057 3.0249 -5.3267
H 0.4292 4.1556 -4.3939
H 3.4598 1.5698 6.1624
H 4.4375 -1.9637 3.8551
H -6.5369 -0.6959 1.0992
H 4.4779 1.4928 4.7260
H 2.5039 1.0944 -5.8532
H -4.2138 4.1364 -2.8865
H 0.2589 1.5785 5.3614
H 1.6496 3.1699 -3.5797
H 2.0297 -0.2660 5.3130
H -3.4850 1.7226 -1.3761
H 5.7055 0.1294 3.3188
*
```

Here are the Mulliken charges for atoms 1 to 5, given in e:
1 Ru 1.538
2 Br -0.178
3 S -0.397
4 S -0.467
5 O -0.744



H16O8 | the ωB97M-V functional and the def2-TZVPD basis

* HOMO level: -10.26 eV
* relative energy (zero: lowest compared OMol25 entry of this formula, charge and spin): 63.87 kcal per mole
* lowest unoccupied orbital energy: -0.648 eV
* gap between HOMO and LUMO: 9.61 eV

The geometry in ORCA input format:
```
! RIJCOSX wB97M-V def2-TZVPD def2/J DEFGRID3
* xyz 0 1
O 1.2602 -1.5873 -2.9473
O -3.6898 2.7677 1.4267
O -1.1178 -0.6003 -0.1023
O 2.2992 -0.6183 -0.3803
O 0.7042 -2.6513 0.2237
O 1.4032 1.4347 1.1167
O -1.4878 1.2977 1.7487
O -0.8228 1.1157 -2.2283
H 2.1502 -1.8723 -2.6633
H -0.8598 0.6677 -1.3983
H -1.0688 1.0747 2.5757
H -4.0358 2.7507 0.5427
H -3.0638 2.0547 1.5197
H 1.6592 0.6627 0.5927
H -0.4648 -1.3203 0.0237
H 0.8032 -2.5703 1.1897
H 1.9452 1.4477 1.8907
H -0.7808 1.6767 1.3347
H 1.2872 -3.3053 -0.1693
H -0.4998 1.9407 -1.8903
H 1.8292 -1.4183 -0.2923
H -1.3478 -0.2123 0.7157
H 0.7312 -1.7753 -2.2013
H 3.1682 -0.9603 -0.6273
*
```

Here are the Mulliken charges for atoms 1 to 5, given in e:
1 O -0.579
2 O -0.653
3 O -0.669
4 O -0.639
5 O -0.753



C7H12NS | the ωB97M-V functional and the def2-TZVPD basis

* HOMO level: -12.94 eV
* relative energy (zero: lowest compared OMol25 entry of this formula, charge and spin): 0.00 kcal per mole
* lowest unoccupied orbital energy: -3.552 eV
* gap between HOMO and LUMO: 9.39 eV

The geometry in ORCA input format:
```
! RIJCOSX wB97M-V def2-TZVPD def2/J DEFGRID3
* xyz 1 1
S 2.2762 0.3837 0.0563
N 0.1775 1.5699 1.1717
C -1.7773 0.6470 -0.9534
C 2.5572 -1.2807 -0.5690
C 0.4483 0.4564 0.1909
C -1.5750 -1.1347 0.6964
C -0.2822 -0.9795 0.9251
C -0.2833 0.7444 -1.0964
C -2.3560 -0.2326 -0.1337
H 3.6250 -1.3373 -0.7639
H 0.0213 0.0097 -1.8492
H 2.2828 -2.0059 0.1892
H 0.3770 -1.5941 1.4984
H -2.3591 1.2817 -1.6047
H 0.5777 2.4456 0.8043
H -0.8398 1.6844 1.2881
H -3.4299 -0.3271 -0.0865
H 2.0117 -1.4379 -1.4923
H -2.0901 -1.9764 1.1376
H 0.6244 1.3630 2.0751
H 0.0136 1.7205 -1.4838
*
```

Here are the Mulliken charges for atoms 1 to 5, given in e:
1 S 0.042
2 N -0.220
3 C -0.687
4 C -0.771
5 C -0.150



C6H9BO | the ωB97M-V functional and the def2-TZVPD basis

* HOMO level: -8.36 eV
* relative energy (zero: lowest compared OMol25 entry of this formula, charge and spin): 77.91 kcal per mole
* lowest unoccupied orbital energy: 0.634 eV
* gap between HOMO and LUMO: 8.99 eV

The geometry in ORCA input format:
```
! RIJCOSX wB97M-V def2-TZVPD def2/J DEFGRID3
* xyz 0 1
O -1.4106 -1.0985 0.0090
C -1.5353 1.1155 -0.0745
C -0.7292 0.0510 0.0875
C 1.6996 -1.6088 0.1300
C -2.7009 -0.7509 -0.1767
C 2.1404 1.2418 0.1051
C -2.8551 0.5751 -0.2765
B 1.3557 -0.0867 0.0920
H 3.1579 1.2426 -0.2204
H 2.2577 1.7800 0.9521
H 2.2062 -1.7246 1.0509
H -1.3918 2.0874 0.1894
H 2.5827 -1.9822 -0.5467
H 1.6261 1.8489 -0.6258
H 0.8345 -2.1299 -0.0403
H -3.8159 1.0441 -0.2828
H -3.4221 -1.6048 -0.3724
*
```

Here are the Mulliken charges for atoms 1 to 5, given in e:
1 O -0.263
2 C -0.403
3 C 0.002
4 C -0.846
5 C -0.348



no.,energy (eV)
1,-22712.089
2,-54839.983
3,-151494.424
4,-16639.241
5,-19771.140
6,-9088.848